The following is a DFT calculation (ωB97M-V/def2-TZVPD) of a molecular structure, C44H62AsBGeN7O5Sn.

XYZ file:
```
122
Properties=species:S:1:pos:R:3:forces:R:3:lowdin_charge:R:1
Sn 0.66814 -0.16428 0.39647 -0.3 0.4 0.7 1.530
C 0.78916 1.04913 -4.72829 0.0 0.0 0.1 -0.040
C 1.74784 -0.01615 -4.31421 0.3 -0.2 0.1 -0.338
C 2.73512 -0.62730 -5.09470 0.1 -0.1 0.2 0.000
C 3.34114 -1.53689 -4.24879 0.0 0.2 -0.4 -0.279
C 4.46475 -2.45634 -4.57599 0.0 0.0 0.2 -0.032
N 2.73301 -1.45131 -3.04580 0.3 -0.4 -0.5 0.032
N 1.76940 -0.52666 -3.08984 -0.6 0.8 -0.1 0.080
B 3.11417 -2.25004 -1.79041 -0.2 0.4 0.1 -0.534
N 1.87553 -2.92125 -1.17264 0.2 -0.5 0.2 0.015
N 0.62838 -2.42886 -1.30557 -0.8 0.4 -0.2 0.040
C -0.22252 -3.41605 -1.05406 0.2 0.0 -0.1 -0.354
C -1.69740 -3.27544 -1.18679 0.0 0.1 0.1 -0.035
C 0.48398 -4.57773 -0.72044 0.3 0.1 0.0 0.005
C 1.81441 -4.21945 -0.80348 -0.3 -0.4 0.2 -0.290
C 2.99715 -5.06955 -0.49764 0.1 0.1 -0.1 -0.025
N 3.87130 -1.33256 -0.80567 0.4 -0.3 0.1 0.023
N 3.32994 -0.22925 -0.27261 -0.4 0.8 0.0 -0.006
C 4.27825 0.39649 0.41356 0.0 -0.2 -0.3 -0.399
C 4.02723 1.66319 1.14516 -0.1 -0.2 0.1 -0.031
C 5.47157 -0.31978 0.32682 -0.1 -0.2 -0.2 -0.017
C 5.16902 -1.41690 -0.46025 0.4 0.1 0.3 -0.298
C 6.10926 -2.49860 -0.86086 -0.1 0.0 -0.1 -0.026
H 1.14444 1.53140 -5.63708 0.0 0.0 0.0 0.071
H 0.68496 1.79399 -3.94327 -0.1 0.1 0.0 0.061
H -0.19784 0.62971 -4.92673 -0.1 0.0 0.0 0.077
H 2.97415 -0.42931 -6.12188 0.1 0.0 -0.2 0.096
H 4.72225 -2.34917 -5.62704 0.0 0.0 0.0 0.075
H 4.18699 -3.48996 -4.38119 0.1 -0.1 0.0 0.078
H 5.34605 -2.22769 -3.97911 0.1 0.0 0.0 0.064
H 3.86719 -3.10749 -2.11257 0.2 -0.2 -0.1 0.103
H -1.94028 -2.32307 -1.65012 -0.1 0.1 0.0 0.072
H -2.16097 -3.30387 -0.20268 -0.1 0.0 0.0 0.070
H -2.10335 -4.09091 -1.78785 0.0 0.0 -0.1 0.076
H 0.08091 -5.54377 -0.47935 0.0 -0.1 0.1 0.102
H 2.66580 -6.06681 -0.21555 0.0 0.0 0.0 0.078
H 3.56193 -4.64179 0.33135 0.1 0.0 0.0 0.061
H 3.66084 -5.14865 -1.35715 0.1 0.0 0.0 0.070
H 3.41705 2.32501 0.53940 0.0 0.2 0.0 0.062
H 4.96964 2.14490 1.40181 0.0 0.1 0.0 0.080
H 3.48069 1.44409 2.06261 -0.1 0.1 0.1 0.049
H 6.42280 -0.07553 0.75942 0.2 0.0 0.1 0.102
H 7.06410 -2.33377 -0.36709 0.1 0.0 0.0 0.078
H 6.27079 -2.49755 -1.93684 0.1 -0.1 -0.1 0.064
H 5.73018 -3.47837 -0.58104 0.0 -0.1 0.0 0.066
N 0.81328 2.69931 0.63339 0.1 -0.2 -0.2 -0.009
C 0.74451 3.09859 2.03095 -0.3 -0.2 0.3 -0.181
C -0.10929 2.04852 2.80173 0.4 0.9 -0.3 -0.699
O -0.90473 2.43687 3.64236 -0.4 0.3 0.5 0.011
O 0.12371 0.84579 2.48844 0.1 -1.1 -0.7 -0.235
H 1.38812 3.34422 0.10264 0.0 -0.1 -0.1 0.082
H -0.12098 2.76939 0.23934 0.0 0.0 -0.2 0.045
H 0.31598 4.09819 2.18483 0.1 -0.2 0.0 0.092
H 1.75074 3.08426 2.46116 0.0 0.0 0.0 0.100
O -0.02625 1.01858 -1.74000 0.1 0.1 0.3 -0.180
H 0.46649 0.33296 -2.24462 0.2 -0.3 -0.1 -0.022
H -0.92860 0.70974 -1.59522 -0.4 -0.1 0.1 -0.002
C 4.98249 -3.71855 4.01502 -0.2 0.1 -0.1 -0.181
C 4.70997 -2.83364 2.80656 -0.2 0.2 -0.2 -0.437
As 2.96241 -1.81970 2.76344 0.6 -0.5 0.6 1.246
C 3.21332 -0.91387 4.52684 0.0 0.0 0.0 -0.438
C 2.27152 0.26748 4.70370 0.0 -0.1 0.0 -0.186
C 1.78021 -3.28328 3.39429 0.0 0.0 0.1 -0.451
C 0.31332 -2.90103 3.25795 0.1 0.1 -0.1 -0.180
H 5.97747 -4.16584 3.95171 0.0 0.0 0.0 0.063
H 4.25399 -4.52549 4.07580 0.0 -0.1 0.1 0.055
H 4.93261 -3.13776 4.93478 0.0 0.0 0.1 0.054
H 4.74799 -3.43960 1.89704 0.0 0.1 -0.1 0.030
H 5.50472 -2.08562 2.71352 -0.2 0.0 -0.1 0.050
H 4.25126 -0.56454 4.59478 0.0 -0.2 -0.1 0.062
H 3.04651 -1.63729 5.33098 0.1 -0.1 -0.1 0.054
H 2.48094 1.03124 3.95599 -0.1 0.1 0.0 0.038
H 2.37977 0.71748 5.69238 0.0 0.0 0.0 0.069
H 1.23469 -0.03355 4.56970 -0.1 0.1 0.0 0.051
H 2.00648 -3.51034 4.44180 0.1 0.0 -0.1 0.055
H 1.98636 -4.18125 2.79985 0.1 0.1 0.0 0.057
H 0.10174 -1.96369 3.77182 -0.1 0.1 0.0 0.060
H -0.33020 -3.67695 3.67700 -0.1 0.0 0.0 0.069
H 0.04590 -2.75642 2.21019 -0.1 0.0 0.1 0.034
O -1.48390 -1.29498 0.99833 0.8 -0.4 0.2 -0.147
C -2.35861 -0.44367 0.76778 -0.4 -0.6 0.3 -0.696
O -2.25864 0.42731 -0.12549 0.1 0.8 -0.6 -0.116
C -3.63630 -0.46846 1.58841 0.2 0.0 -0.1 -0.163
C -4.11096 0.95173 1.81069 -0.2 0.4 -0.5 -0.228
Ge -4.26281 1.93379 0.06409 -0.4 0.3 0.2 1.051
C -2.86010 3.26957 -0.37223 -0.4 -0.6 0.1 -0.248
C -2.46986 3.56342 -1.66997 -0.1 -0.2 -0.1 -0.103
C -1.56058 4.57328 -1.92817 0.1 0.1 -0.1 -0.091
C -1.04346 5.31968 -0.88454 0.0 0.2 0.0 -0.105
C -1.45469 5.06241 0.41255 0.1 0.1 0.1 -0.111
C -2.34535 4.03423 0.66552 0.0 0.0 0.2 -0.112
C -4.96940 0.88176 -1.48768 0.4 0.4 0.7 -0.241
C -4.14515 0.43858 -2.51231 0.2 0.0 0.0 -0.109
C -4.65669 -0.26317 -3.58975 0.1 0.0 -0.2 -0.088
C -6.01060 -0.54083 -3.65630 -0.1 0.0 0.0 -0.105
C -6.84607 -0.10998 -2.64038 -0.2 -0.1 0.0 -0.099
C -6.32646 0.59315 -1.56728 0.0 0.1 0.2 -0.123
C -5.72320 3.30567 0.38879 0.3 -0.5 -0.1 -0.255
C -5.82920 3.90801 1.63669 0.1 -0.2 0.1 -0.121
C -6.67835 4.97665 1.85753 -0.1 0.2 0.2 -0.103
C -7.46258 5.46371 0.82733 -0.1 0.1 0.0 -0.113
C -7.37895 4.87286 -0.42120 -0.1 0.2 -0.1 -0.104
C -6.51170 3.81641 -0.63473 0.1 -0.2 -0.2 -0.120
H -3.43222 -0.98662 2.52529 0.0 0.0 0.0 0.117
H -4.37279 -1.04799 1.02268 0.0 0.0 0.0 0.117
H -3.38195 1.46822 2.43684 0.0 0.2 0.1 0.070
H -5.07273 0.96433 2.32643 0.0 0.1 -0.1 0.068
H -2.88081 2.99622 -2.49088 0.0 -0.1 -0.2 0.091
H -1.26770 4.78906 -2.94610 0.1 0.0 -0.1 0.098
H -0.33373 6.11215 -1.07852 0.0 0.1 0.0 0.096
H -1.07052 5.65589 1.23211 0.0 0.0 0.0 0.102
H -2.63352 3.81593 1.68434 0.0 0.0 0.2 0.101
H -3.08598 0.63386 -2.44711 0.1 0.0 -0.1 0.079
H -4.00127 -0.59234 -4.38457 0.1 0.0 0.0 0.099
H -6.41613 -1.09302 -4.49278 0.0 0.0 -0.1 0.095
H -7.90628 -0.31792 -2.69058 -0.1 0.0 0.0 0.096
H -6.98395 0.93021 -0.77658 -0.1 0.0 0.0 0.098
H -5.22165 3.53634 2.45107 0.1 0.0 0.2 0.093
H -6.71668 5.44341 2.83228 0.0 0.0 0.1 0.095
H -8.12942 6.29961 0.99416 0.0 0.0 0.0 0.092
H -7.98135 5.25233 -1.23514 -0.1 0.0 -0.1 0.094
H -6.44126 3.37918 -1.62277 0.0 0.0 -0.1 0.093
```
Forces are in eV/Å.

Charge: -1
Spin multiplicity: 1
Calculated total energy (Eh): -7025.433751
HOMO level (eV): -5.34



The following is a DFT calculation (ωB97M-V/def2-TZVPD) of a molecular structure, C44H62N7O2RuS2Sb.

XYZ file:
```
119
Properties=species:S:1:pos:R:3:forces:R:3:lowdin_spin:R:1
Ru 1.03952 1.08137 -0.32962 0.3 -1.7 -0.9 3.587
C -5.97058 -11.07763 -1.44432 -0.1 -0.1 -0.5 0.000
O -5.55838 -10.43113 -0.25702 -0.2 -0.3 0.5 0.001
C -4.91038 -9.28363 -0.28072 0.6 1.0 0.1 0.001
C -4.58288 -8.74163 0.98658 -0.2 -0.4 -0.3 0.000
C -3.90828 -7.55463 1.09338 0.1 0.2 -0.5 0.001
C -3.52198 -6.85173 -0.06342 -0.4 -0.6 -0.1 0.001
C -3.84878 -7.39123 -1.32302 0.3 0.5 0.6 0.001
C -4.52948 -8.57543 -1.43922 -0.3 -0.7 0.3 0.000
C -2.80598 -5.60733 -0.02662 0.1 0.1 -0.1 0.002
N -2.39848 -4.97603 -1.11472 0.0 -0.1 -0.4 0.001
C -1.76438 -3.86903 -0.69762 -0.1 0.0 1.3 0.004
C -1.77278 -3.80183 0.70778 0.4 0.7 -0.9 0.003
N -2.43968 -4.92023 1.10958 -0.2 -0.3 -0.1 -0.001
C -1.17318 -2.73043 1.41528 0.0 0.0 -0.2 0.003
C -1.14038 -2.60703 2.81268 0.2 0.3 -0.1 0.005
C -0.48238 -1.53763 3.37368 -0.1 -0.1 -0.1 0.003
C 0.07862 -0.57103 2.53618 0.0 0.3 0.2 0.032
N 0.02872 -0.63753 1.21608 0.1 0.4 -0.1 0.077
C -0.54668 -1.70873 0.64198 -0.1 -0.1 0.0 0.002
C -0.49088 -1.80353 -0.79872 -0.3 -0.5 -0.2 0.005
N 0.20962 -0.87033 -1.46812 0.3 0.7 0.2 0.075
C 0.28892 -0.94933 -2.78192 0.0 0.0 -0.3 0.011
C -0.35528 -1.93343 -3.53592 -0.1 -0.2 0.2 0.002
C -1.06508 -2.91093 -2.87882 0.2 0.2 0.0 0.003
C -1.11808 -2.87283 -1.48042 0.2 0.4 0.3 0.002
H -6.50018 -11.97223 -1.12202 0.1 0.1 -0.1 0.000
H -5.11378 -11.36603 -2.06032 0.0 0.0 0.1 0.000
H -6.64688 -10.44513 -2.02592 0.0 0.0 0.1 0.000
H -4.88428 -9.29673 1.86308 0.0 0.0 0.0 0.000
H -3.67998 -7.17653 2.07978 0.0 0.0 0.1 0.000
H -3.54868 -6.84483 -2.20302 0.0 0.0 -0.1 0.000
H -4.76418 -8.96023 -2.41902 0.0 -0.1 -0.1 0.000
H -2.64978 -5.19613 2.05348 0.0 -0.1 0.0 0.000
H -1.61498 -3.34603 3.43688 0.0 -0.1 0.1 0.000
H -0.39308 -1.43903 4.44388 -0.1 0.1 0.1 0.000
H 0.59752 0.28517 2.96128 0.0 -0.1 0.0 0.015
H 0.89742 -0.20303 -3.27812 0.0 0.0 0.1 0.001
H -0.28588 -1.91763 -4.61032 0.1 0.0 -0.1 0.000
H -1.57178 -3.71113 -3.39542 0.0 -0.1 -0.1 0.000
C -1.47908 4.73927 4.48858 0.3 0.2 -0.2 0.027
C -1.49358 3.31817 3.98548 0.1 -0.4 -0.3 0.065
C -1.03178 2.35207 5.05368 0.3 -0.1 -0.1 0.003
C -2.85538 2.93347 3.45068 0.1 -0.1 -0.3 0.003
Sb 0.00432 3.10477 2.19898 -0.1 1.4 0.4 0.444
C 2.17392 3.68077 2.79368 -0.5 -0.3 -0.1 0.072
C 2.97852 3.67577 1.50978 -0.2 -0.1 -0.3 0.017
C 2.64332 2.59937 3.74398 -0.2 -0.2 0.0 0.002
C 2.17542 5.04037 3.45298 -0.4 0.1 0.0 0.029
C -0.76658 4.42787 0.50538 0.2 -0.5 0.3 0.050
C -1.22018 5.79287 0.98148 0.1 -0.1 0.3 0.020
C -1.90938 3.62407 -0.09352 0.1 -0.3 0.2 0.010
C 0.37452 4.54807 -0.48622 0.3 -0.2 0.2 0.017
H -2.21288 4.82017 5.29338 -0.1 -0.1 0.1 0.009
H -1.75848 5.45707 3.72368 0.0 0.1 0.0 0.001
H -0.51518 5.01867 4.90308 0.1 0.1 0.1 0.001
H -1.69878 2.43157 5.91258 -0.1 0.0 0.1 0.001
H -0.02928 2.58977 5.40268 0.1 -0.1 0.1 0.000
H -1.06138 1.32197 4.69958 0.0 -0.1 0.1 0.001
H -3.55568 2.85517 4.28298 0.0 0.0 0.1 0.000
H -2.83468 1.96757 2.94358 -0.1 0.0 0.0 0.002
H -3.24458 3.68947 2.77238 -0.1 0.0 -0.1 0.000
H 2.74062 2.80107 0.87678 0.2 0.3 0.1 0.011
H 4.03952 3.62157 1.74988 0.1 0.0 0.1 0.001
H 2.82032 4.58787 0.93948 0.0 0.0 -0.1 0.000
H 2.70552 1.63447 3.23758 0.0 0.0 0.2 0.001
H 1.99792 2.51817 4.61918 0.1 0.0 0.0 0.000
H 3.64472 2.84647 4.10358 0.1 0.1 0.0 0.001
H 1.71352 5.80657 2.83218 0.0 0.1 0.0 0.002
H 3.20942 5.34327 3.62668 0.1 0.0 0.0 0.010
H 1.68012 5.01767 4.42078 0.0 0.1 0.1 0.001
H -2.12678 5.72797 1.57848 -0.1 0.0 0.1 0.001
H -1.44748 6.42187 0.11868 0.0 0.0 -0.1 0.006
H -0.44768 6.30117 1.55708 0.0 0.1 0.0 0.002
H -2.70388 3.44077 0.62808 -0.1 0.0 0.0 0.000
H -1.53738 2.65947 -0.46312 -0.3 0.2 -0.1 0.007
H -2.34888 4.17577 -0.92702 0.0 0.0 0.0 0.000
H 1.14342 5.22817 -0.12472 0.1 0.0 0.0 0.001
H 0.00052 4.94477 -1.43152 0.0 -0.1 -0.1 0.001
H 0.82402 3.55747 -0.68672 0.0 0.5 -0.1 0.010
O -0.13278 2.05327 -2.23792 0.5 -0.2 1.5 0.068
S -0.48818 2.03937 -3.70362 -0.1 0.8 -0.9 0.010
C 0.65102 3.24237 -4.52442 -0.2 -0.2 0.0 0.002
C -0.09498 4.55527 -4.69122 -0.1 0.1 -0.1 0.000
C -1.54388 4.17217 -4.96622 0.1 0.1 0.0 0.001
C -1.92558 3.18217 -3.88402 0.1 -0.4 -0.1 0.004
H 0.88382 2.79767 -5.48962 0.1 0.0 -0.1 0.000
H 1.55942 3.31197 -3.92882 0.0 -0.2 0.1 0.000
H 0.32332 5.14297 -5.50702 0.1 0.0 0.0 0.000
H -0.02258 5.15357 -3.78192 0.0 0.0 0.0 0.000
H -1.62248 3.69877 -5.94522 0.0 0.1 -0.1 0.000
H -2.20528 5.03687 -4.95602 -0.1 0.0 0.0 0.000
H -2.81188 2.59997 -4.12512 0.0 -0.1 0.1 0.000
H -2.04828 3.65527 -2.91092 0.1 -0.1 0.0 0.000
C 2.90172 -3.69923 2.08608 0.1 -0.3 -0.1 0.001
N 2.77192 -2.26343 1.95488 0.1 0.2 -0.1 0.013
C 3.50822 -1.48263 1.16998 -0.4 -0.5 0.3 0.027
N 4.49802 -1.98873 0.43608 -0.1 -0.3 0.1 0.015
S 3.21602 0.18967 1.13358 -0.1 1.1 -0.1 0.108
H 2.21542 -4.03553 2.85928 0.0 0.0 0.0 0.000
H 3.91432 -3.98173 2.38408 0.0 0.0 0.0 0.001
H 2.64932 -4.19613 1.14538 0.0 0.0 0.1 0.001
H 2.09662 -1.78823 2.53918 0.1 -0.1 -0.2 0.000
H 4.80542 -2.94223 0.54998 0.0 0.0 0.0 0.001
H 5.11712 -1.35583 -0.04432 -0.1 0.0 0.0 0.000
C 6.24932 0.95077 -4.53622 0.2 0.0 -0.1 0.000
C 5.12432 1.03537 -3.56962 -0.3 0.0 0.3 0.000
C 4.48382 -0.10363 -3.08012 0.0 0.2 0.0 0.002
C 3.42092 0.02767 -2.20662 0.1 -0.4 -0.1 0.004
N 2.95292 1.20577 -1.79582 -0.7 0.2 0.3 0.064
C 3.56842 2.30187 -2.24052 0.2 0.2 -0.2 0.007
C 4.64262 2.26317 -3.11202 -0.1 -0.1 0.1 0.002
H 6.48362 -0.08073 -4.78532 0.0 0.0 0.0 0.000
H 7.14402 1.42457 -4.13272 0.0 0.0 0.0 0.000
H 5.99492 1.48227 -5.45352 0.0 0.0 0.0 0.000
H 4.81122 -1.08493 -3.38842 0.0 -0.1 0.0 0.000
H 2.92242 -0.85353 -1.81402 0.0 0.1 0.0 0.000
H 3.18812 3.25017 -1.88182 0.0 0.1 0.0 0.001
H 5.10402 3.18297 -3.43682 0.0 0.1 0.0 0.000
```
Forces are in eV/Å.

Charge: +3
Spin multiplicity: 6
Calculated total energy (Eh): -3378.240269
Energy relative to the best compared isomer or geometry (same formula, charge and spin) (kJ/mol): 180.8
<S²>: 8.7649
HOMO level (alpha / beta) (eV): -12.92 / -12.91



no.,maximum force (eV Å⁻¹)
1,1.320
2,1.959